Record 1
DFT (ωB97M-V/def2-TZVPD) results for a cluster of 2 separate species, C30H33BN in total at a distorted geometry.

Results
energy relative to the best compared isomer or geometry (same formula, charge and spin) = 37.8 kJ/mol
DFT total energy = -33802.833 eV

ORCA input file:
```
! RIJCOSX wB97M-V def2-TZVPD def2/J DEFGRID3
* xyz 1 1
C -6.04129 -5.20800 -1.98245
C -5.59616 -4.16668 -2.81614
C -4.68924 -3.22335 -2.34302
C -4.21663 -3.25547 -1.01292
C -3.23133 -2.23961 -0.52985
C -2.28202 -1.66429 -1.36204
C -1.36587 -0.51354 -1.10868
C -1.24665 0.37973 -2.34109
C -0.80570 1.69413 -2.17690
C -0.49006 2.51490 -3.26895
C -0.73151 2.07202 -4.57503
C -1.32162 0.82420 -4.77141
C -1.62059 -0.00599 -3.66280
C -3.20237 -1.95032 0.91126
C -1.98746 -1.63407 1.52395
C -1.93994 -1.12575 2.81279
C -3.11593 -1.02507 3.57700
C -4.33138 -1.42896 3.02647
C -4.37537 -1.91570 1.70955
C -4.69747 -4.29899 -0.17830
C -5.58125 -5.26399 -0.65066
H -6.73372 -5.95595 -2.35760
H -5.96126 -4.09759 -3.84581
H -4.34467 -2.41328 -2.98865
H -2.22348 -2.14220 -2.35272
H -1.84433 0.08448 -0.21085
H -0.62342 2.03457 -1.15104
H -0.05936 3.50003 -3.09039
H -0.49555 2.71979 -5.42509
H -1.56029 0.48840 -5.79302
H -2.09659 -0.95321 -3.88584
H -1.08379 -1.75844 0.95934
H -0.97701 -0.79223 3.22864
H -3.06312 -0.64099 4.59910
H -5.23888 -1.36239 3.60916
H -5.33642 -2.23352 1.27882
H -4.35983 -4.36751 0.86413
H -5.92023 -6.07252 0.00726
C 6.51189 2.80870 0.18077
C 5.76496 2.94907 1.51267
C 6.68372 2.46662 2.63635
C 5.45799 4.43459 1.74227
C 4.46038 2.14921 1.42194
C 4.15745 1.07104 2.26600
C 2.95980 0.36867 2.07572
N 2.03194 0.67771 1.09943
B 0.59037 -0.11458 0.85313
H -0.38864 -0.25779 -0.50372
C 2.35224 1.71499 0.29015
C 3.52388 2.46597 0.43354
H 5.89526 3.12245 -0.67039
H 7.41590 3.43591 0.20193
H 6.81957 1.76596 0.02082
H 6.21654 2.59203 3.62224
H 6.96097 1.41244 2.50508
H 7.60349 3.05708 2.62641
H 5.00718 4.59256 2.73157
H 6.40032 5.00316 1.70251
H 4.78157 4.84127 0.98101
H 4.80111 0.76827 3.09189
H 2.69803 -0.46476 2.72960
H 0.88809 -1.24263 1.26601
H -0.10896 0.49946 1.66689
H 1.62656 1.95826 -0.47882
H 3.68018 3.32169 -0.23119
*
```



Record 2
DFT (ωB97M-V/def2-TZVPD) results for a structure of composition C30H33BrFeN4O2 at a distorted geometry.

Results
energy relative to the best compared isomer or geometry (same formula, charge and spin) = 150.7 kJ/mol
DFT total energy = -146128.766 eV

ORCA input file:
```
! RIJCOSX wB97M-V def2-TZVPD def2/J DEFGRID3
* xyz 0 5
Fe 0.00336 0.59233 1.67382
C 3.70208 -0.50988 2.11253
C 2.94976 0.72353 1.70067
C 2.71287 1.75560 2.61741
C 3.10971 1.55425 4.05474
C 2.10641 2.93854 2.18728
C 2.02196 4.14313 3.08766
C 1.62663 3.03203 0.87432
C 0.84575 4.24827 0.46001
C 1.88685 2.01700 -0.05276
C 1.54538 2.19632 -1.50944
C 2.53927 0.85135 0.36808
C 2.79412 -0.27661 -0.59281
H 4.34281 -0.84611 1.30206
H 3.00044 -1.30693 2.35345
H 4.32952 -0.32475 2.97726
H 4.18651 1.66841 4.18414
H 2.83092 0.54848 4.36033
H 2.61322 2.25522 4.71919
H 1.05773 4.21106 3.58823
H 2.16451 5.05090 2.50772
H 2.79461 4.12560 3.84808
H 1.50661 5.03590 0.09412
H 0.28034 4.63694 1.30187
H 0.14138 3.99796 -0.32737
H 2.30576 1.73531 -2.13437
H 1.49369 3.24570 -1.78090
H 0.58743 1.73209 -1.74093
H 3.81819 -0.24528 -0.96821
H 2.10838 -0.24489 -1.43238
H 2.62991 -1.22511 -0.09106
N -1.09986 -0.89212 5.49281
C -0.80240 -0.40387 4.27449
O 0.22298 -0.72511 3.68517
C -1.76875 0.57574 3.66491
C -0.95096 1.72304 3.05035
H -0.45848 -1.53226 5.93447
H -1.87283 -0.54100 6.02849
H -2.50579 0.91167 4.39978
H -2.31053 0.05622 2.86160
H -0.32129 2.16867 3.82498
H -1.63219 2.49371 2.67931
Br 0.95532 -5.39211 -7.18056
C -0.50667 -4.68641 -6.17966
C -1.67888 -5.42809 -6.06676
C -2.72364 -4.92974 -5.32706
C -2.60318 -3.68736 -4.66407
C -1.41423 -2.93325 -4.84556
C -0.37680 -3.43638 -5.58947
N -3.62422 -3.28007 -3.89546
N -3.58105 -2.27269 -3.11554
C -2.70172 -1.99871 -2.16424
C -1.74790 -2.93298 -1.69035
C -0.80238 -2.58606 -0.76054
C -0.75664 -1.29728 -0.20514
O 0.16986 -0.92236 0.62553
C -1.76194 -0.35787 -0.59346
N -1.72272 0.85928 0.01039
C -2.59321 1.76880 -0.38206
C -3.55572 1.54413 -1.36624
C -3.63327 0.29875 -1.96095
C -2.72728 -0.68924 -1.57791
H -1.74552 -6.38488 -6.56518
H -3.64469 -5.48214 -5.21785
H -1.33898 -1.95134 -4.40195
H 0.53241 -2.86814 -5.71775
H -1.76543 -3.93412 -2.09573
H -0.06277 -3.30358 -0.43886
H -2.51640 2.73384 0.09942
H -4.22988 2.33070 -1.66197
H -4.37848 0.06825 -2.71016
*
```



Record 3
DFT (ωB97M-V/def2-TZVPD) results for a cluster of 2 separate species, C30H33ClN2O2 in total at a distorted geometry.

Results
DFT total energy = -51240.950 eV

ORCA input file:
```
! RIJCOSX wB97M-V def2-TZVPD def2/J DEFGRID3
* xyz 0 1
Cl -8.97075 -1.35896 -0.30524
C -7.34736 -1.08899 0.13369
C -7.03255 -0.65622 1.42750
C -5.73752 -0.45706 1.79383
C -4.67024 -0.68960 0.86729
O -3.48801 -0.52893 1.19496
C -5.02542 -1.12152 -0.45147
C -6.32656 -1.31292 -0.79701
H -7.83742 -0.49182 2.12375
H -5.48194 -0.12560 2.78469
H -4.23605 -1.29584 -1.15848
H -6.59424 -1.64430 -1.78645
C 5.01812 -0.28983 0.71079
N 3.66053 -0.80128 0.70920
C 3.32590 -1.81773 1.58095
O 4.06532 -2.44763 2.30869
C 1.81672 -1.94938 1.53695
C 1.25177 -1.68793 2.93167
C 1.63482 -0.32880 3.44602
C 2.86055 -0.13111 4.06445
C 3.24723 1.12629 4.48321
C 2.41648 2.20584 4.27884
C 1.20341 2.02815 3.64731
C 0.81863 0.76946 3.22979
N 1.32867 -0.94325 0.55272
C -0.00093 -0.73604 0.30274
C -0.49310 0.33376 -0.43254
C -1.62450 0.24667 -1.23173
C -1.99324 1.17121 -2.25436
C -2.95506 0.80932 -3.22032
C -3.27517 1.65573 -4.25433
C -2.65991 2.89195 -4.35754
C -1.71218 3.27267 -3.42406
C -1.37706 2.43088 -2.38836
C 2.50865 -0.25502 -0.05931
C 2.68643 -0.49807 -1.59598
C 3.01953 -1.97501 -1.83281
C 3.81215 0.40174 -2.12998
C 1.42618 -0.16092 -2.40436
H 5.48333 -0.49540 1.67393
H 5.60622 -0.78653 -0.05732
H 5.02348 0.78565 0.54562
H 1.54323 -2.94553 1.16494
H 0.16252 -1.78454 2.92164
H 1.62507 -2.45431 3.61916
H 3.52456 -0.97069 4.17739
H 4.20145 1.26367 4.96462
H 2.70965 3.18492 4.62153
H 0.55867 2.87341 3.47633
H -0.11500 0.62986 2.71292
H -0.66531 -1.53765 0.57143
H 0.12826 1.20675 -0.50667
H -2.18097 -0.67212 -1.18897
H -3.41570 -0.16237 -3.16096
H -3.99774 1.35594 -4.99402
H -2.91610 3.55386 -5.16649
H -1.23285 4.23464 -3.51084
H -0.64636 2.73975 -1.66161
H 2.42675 0.81817 0.14259
H 2.20950 -2.61080 -1.47521
H 3.16242 -2.17587 -2.89487
H 3.92865 -2.26363 -1.30766
H 3.64640 1.43871 -1.83804
H 4.78751 0.09506 -1.76344
H 3.84860 0.36510 -3.21817
H 1.13113 0.87897 -2.26767
H 1.60385 -0.30135 -3.47009
H 0.59694 -0.81356 -2.13476
*
```



Record 4
DFT (ωB97M-V/def2-TZVPD) results for a structure of composition C30H33HfN3OSe.

Results
energy relative to the best compared isomer or geometry (same formula, charge and spin) = 111.2 kJ/mol
DFT total energy = -104803.702 eV

ORCA input file:
```
! RIJCOSX wB97M-V def2-TZVPD def2/J DEFGRID3
* xyz 2 1
Hf 1.30704 0.21650 0.24512
C -1.21733 1.76100 4.54899
C -1.34443 1.04404 3.20039
C -1.16122 -0.45256 3.33271
C -2.15482 -1.21203 3.94344
C -2.00059 -2.57634 4.13490
C -0.84335 -3.20967 3.70804
C 0.17539 -2.49904 3.08222
C 1.41692 -3.23655 2.61947
C 2.40759 -3.51013 3.75242
C -0.00999 -1.12114 2.93072
N 1.03936 -0.36093 2.27246
C 2.11369 0.03957 2.96579
C 3.19299 0.66290 2.33681
C 4.42498 1.06993 2.81343
C 5.14022 1.57863 1.72003
C 4.32778 1.47110 0.60762
N 3.12824 0.92069 0.93940
H -1.40231 2.82974 4.44422
H -0.21797 1.63152 4.97199
H -1.93029 1.36435 5.27255
H -0.60933 1.46729 2.51188
H -2.32717 1.24466 2.76900
H -3.06362 -0.72067 4.27449
H -2.78714 -3.14900 4.61096
H -0.73027 -4.27976 3.84888
H 1.92997 -2.68591 1.82891
H 1.10844 -4.18097 2.16997
H 2.85018 -2.58620 4.13836
H 3.22065 -4.15357 3.41590
H 1.90878 -4.00372 4.58791
H 2.13889 -0.12809 4.03981
H 4.76460 0.98512 3.83784
H 6.14352 1.97688 1.72856
H 4.53729 1.75455 -0.41204
Se 2.07663 0.09273 -2.13754
C 1.20560 -0.73401 -3.58906
C 1.04229 -0.00090 -4.74818
C 0.36650 -0.61837 -5.79388
N -0.13141 -1.85839 -5.73590
C 0.07201 -2.54444 -4.60674
C 0.74061 -2.03297 -3.50007
H 1.42176 1.00785 -4.85183
H 0.21545 -0.08128 -6.72442
H -0.31308 -3.55864 -4.58051
H 0.89460 -2.64442 -2.61999
C -3.24277 0.29685 -5.09899
C -2.56184 0.89012 -3.90517
C -2.39222 2.26877 -3.77906
C -1.79699 2.82759 -2.66705
C -1.66394 4.33246 -2.58449
C -1.31441 1.94338 -1.64507
C -0.51987 2.53575 -0.67346
O 0.25841 1.91875 0.15000
C -1.54392 0.52816 -1.74359
C -1.33617 -0.44854 -0.60071
C -2.14416 0.03860 -2.86105
H -3.44005 1.03606 -5.87212
H -4.19523 -0.14419 -4.78972
H -2.64046 -0.51245 -5.51730
H -2.74940 2.92040 -4.56905
H -2.14377 4.79101 -3.44608
H -0.62203 4.66175 -2.58397
H -2.14715 4.72378 -1.68595
H -0.49325 3.61710 -0.59342
H -1.15646 0.04492 0.35712
H -0.60136 -1.23556 -0.83734
H -2.26258 -0.99040 -0.42338
H -2.35799 -1.02364 -2.93515
*
```



Record 5
DFT (ωB97M-V/def2-TZVPD) results for an isolated molecule of C30H33N3O3 at a distorted geometry.

Results
energy relative to the best compared isomer or geometry (same formula, charge and spin) = 117.4 kJ/mol
DFT total energy = -42260.228 eV
SMILES string = Cc1ccc([C@@H](C(=O)NC2CCCCC2)N(Cc2ccccc2)C(=O)Cc2c[nH]c3ccccc23)o1

ORCA input file:
```
! RIJCOSX wB97M-V def2-TZVPD def2/J DEFGRID3
* xyz 0 1
C 1.10245 1.95178 5.07237
C 0.30621 2.09507 3.82566
C -0.93365 2.61249 3.59134
C -1.17596 2.44806 2.20720
C -0.06723 1.83834 1.69581
C 0.22113 1.42016 0.29560
C 1.58725 1.91749 -0.23611
O 2.51158 2.24378 0.47605
N 1.61532 1.90214 -1.57793
C 2.80510 2.17897 -2.35528
C 2.46886 3.12705 -3.50544
C 3.71188 3.41498 -4.34203
C 4.30451 2.11764 -4.88332
C 4.64571 1.17197 -3.73610
C 3.40491 0.87877 -2.89883
N 0.18862 -0.04007 0.13033
C 0.85309 -0.80606 1.16054
C -0.03121 -1.12474 2.34494
C -1.40990 -0.98588 2.28447
C -2.19066 -1.26459 3.39337
C -1.60162 -1.68552 4.57169
C -0.22536 -1.83021 4.63737
C 0.55462 -1.55072 3.53075
C -0.37141 -0.53633 -0.99302
O -0.69320 0.20330 -1.91472
C -0.61442 -2.03684 -1.07371
C -2.03761 -2.27456 -1.47232
C -2.62819 -1.92535 -2.65139
N -3.95325 -2.26321 -2.62907
C -4.24750 -2.83526 -1.42597
C -5.44597 -3.33464 -0.93256
C -5.44244 -3.86169 0.34072
C -4.27395 -3.89848 1.10675
C -3.08178 -3.41038 0.62257
C -3.05561 -2.86135 -0.65976
O 0.83314 1.62877 2.67858
H 2.13371 2.24728 4.89052
H 1.09884 0.91307 5.40424
H 0.67910 2.57289 5.85584
H -1.59133 3.05564 4.31056
H -2.05275 2.74022 1.66601
H -0.57136 1.82347 -0.34465
H 0.81194 1.52519 -2.07076
H 3.51782 2.65319 -1.67214
H 2.05998 4.05608 -3.10426
H 1.70329 2.66355 -4.13275
H 3.45389 4.08099 -5.16778
H 4.45471 3.92146 -3.72211
H 5.20173 2.33338 -5.46656
H 3.58129 1.63734 -5.54640
H 5.05490 0.23901 -4.12917
H 5.40695 1.63135 -3.10198
H 3.65956 0.22210 -2.06424
H 2.65521 0.37246 -3.51265
H 1.25982 -1.72773 0.73306
H 1.70642 -0.21289 1.50595
H -1.88173 -0.65371 1.37180
H -3.26268 -1.15330 3.32981
H -2.21039 -1.89908 5.43758
H 0.24113 -2.15846 5.55505
H 1.62916 -1.65415 3.58406
H 0.05988 -2.43646 -1.83722
H -0.42769 -2.53747 -0.12826
H -2.19217 -1.44421 -3.50438
H -4.60758 -2.09928 -3.37458
H -6.34707 -3.30895 -1.52802
H -6.35759 -4.25646 0.75680
H -4.31223 -4.32201 2.09979
H -2.18822 -3.44934 1.22829
*
```



Record 6
DFT (ωB97M-V/def2-TZVPD) results for a cluster of 5 separate species, C30H33N4O12P2 in total at a distorted geometry.

Results
DFT total energy = -80740.873 eV

ORCA input file:
```
! RIJCOSX wB97M-V def2-TZVPD def2/J DEFGRID3
* xyz -1 1
C -0.65633 -2.49777 -0.62759
C -1.30782 -3.41829 -1.11340
P -2.37696 -4.97927 -1.53638
C -0.89450 -5.85820 -2.37721
C -1.22084 -6.35725 -3.86106
O -3.70286 -3.97852 -0.93399
C -4.90071 -4.78617 -0.79540
C -4.28217 -6.23702 -0.45304
P -5.48127 -7.69984 -0.45005
O -4.47906 -8.98241 0.11189
O -6.63113 -7.29269 0.72975
O -3.35923 -6.42738 -1.54438
H 0.00661 -1.93565 0.06964
H -1.95438 -5.46153 -0.24225
H -2.78217 -4.47318 -2.82235
H -0.52978 -6.73071 -1.75946
H -0.04640 -5.12385 -2.47018
H -1.99363 -5.72137 -4.37790
H -0.23350 -6.31955 -4.42358
H -1.51974 -7.44283 -3.85421
H -5.43437 -5.02700 -1.77209
H -5.51371 -4.31120 0.02332
H -3.82957 -6.13298 0.58806
H -3.59585 -8.71803 -0.23698
H -6.36577 -7.57964 1.62699
C -4.86761 -1.57361 1.24679
C -4.36647 -2.27966 2.33317
C -4.72177 -1.91272 3.62433
C -5.58405 -0.83828 3.81432
C -6.08367 -0.12208 2.73345
C -5.72120 -0.49393 1.44571
N -5.98164 -0.46289 5.17431
O -5.51029 -1.10020 6.10171
O -6.76534 0.46425 5.30339
H -4.59071 -1.86842 0.23872
H -3.69995 -3.11926 2.17095
H -4.32559 -2.46976 4.46401
H -6.75150 0.71817 2.87722
H -6.10700 0.05539 0.59485
C 0.59070 1.10011 -6.01248
C 1.79777 1.06870 -5.32411
C 1.81250 0.82137 -3.95821
C 0.61262 0.60290 -3.29380
C -0.59834 0.63962 -3.97179
C -0.60571 0.89022 -5.33734
N 0.62439 0.31664 -1.85732
O 1.70699 0.30851 -1.28479
O -0.44051 0.09930 -1.31664
H 0.58258 1.28791 -7.08081
H 2.72856 1.23413 -5.85409
H 2.75799 0.79872 -3.43119
H -1.53580 0.47367 -3.45541
H -1.54478 0.91804 -5.87721
C 0.80914 2.69779 0.71518
C 2.17224 2.84388 0.94281
C 2.69277 4.08887 1.26767
C 1.83697 5.18014 1.36611
C 0.47405 5.04417 1.13293
C -0.03832 3.79602 0.80563
N 2.37872 6.49129 1.73319
O 3.58496 6.57998 1.91275
O 1.59777 7.41913 1.84285
H 0.40473 1.72234 0.46687
H 2.82810 1.98451 0.86940
H 3.75629 4.19183 1.44318
H -0.19513 5.89253 1.20389
H -1.09998 3.67713 0.62421
C 6.70202 6.46981 1.64667
C 7.23631 5.18674 1.61907
C 8.52379 4.95911 2.08629
C 9.26524 6.02393 2.58305
C 8.74205 7.31070 2.60759
C 7.45494 7.53079 2.13605
N 10.61623 5.78378 3.10057
O 11.05133 4.64600 3.04654
O 11.22655 6.73498 3.55904
H 5.69593 6.64323 1.28692
H 6.64659 4.36231 1.23540
H 8.93025 3.95583 2.06028
H 9.31877 8.14375 2.98963
H 7.03559 8.52977 2.15313
*
```